Here is a structure of composition C64H112AsBr20F6NO18 at a distorted geometry from OMol25. Energies are from ωB97M-V/def2-TZVPD.

Computed properties:
* LUMO: 0.010 eV
* E: -1584531.915 eV
* highest occupied orbital energy: -9.774 eV
* 2S+1: 1
* HOMO-LUMO gap: 9.78 eV

Last column: Löwdin charge in e.
Positions of all 222 atoms, in Å:
C: 2.810 -0.781 0.967  -0.10
C: 1.340 -0.959 0.722  -0.19
C: 0.894 0.226 -0.154  -0.14
N: -0.544 0.455 -0.270  -0.21
C: -1.099 0.866 1.129  0.06
C: -1.344 -0.688 -0.772  -0.13
C: -2.599 -0.025 -1.200  -0.12
C: -2.197 1.394 -1.778  -0.10
C: -0.765 1.494 -1.344  -0.11
H: 3.297 -0.554 0.016  0.06
H: 3.346 -1.636 1.380  0.05
H: 3.064 0.045 1.646  0.05
H: 0.678 -1.029 1.605  0.09
H: 1.212 -1.908 0.214  0.11
H: 1.284 0.058 -1.180  0.11
H: 1.232 1.211 0.221  0.12
H: -0.615 1.739 1.493  0.05
H: -0.956 0.042 1.811  0.08
H: -2.146 1.118 1.047  0.07
H: -1.449 -1.441 -0.019  0.11
H: -0.831 -0.989 -1.658  0.10
H: -3.424 -0.023 -0.462  0.10
H: -3.012 -0.722 -1.912  0.09
H: -2.831 2.227 -1.415  0.10
H: -2.147 1.335 -2.869  0.06
H: -0.415 2.422 -0.934  0.09
H: -0.138 1.252 -2.161  0.10
As: -1.694 -3.507 2.645  0.73
F: -2.532 -3.401 4.168  -0.24
F: -2.996 -4.438 2.077  -0.22
F: -0.887 -3.839 1.135  -0.25
F: -0.414 -2.498 3.247  -0.24
F: -0.914 -4.954 3.251  -0.26
F: -2.502 -2.077 2.031  -0.24
Br: 5.881 0.465 5.445  0.71
C: 6.005 -0.171 3.702  -0.83
C: 7.307 0.166 3.137  -0.66
Br: 7.480 -0.772 1.434  0.76
H: 5.255 0.312 3.113  0.03
H: 5.840 -1.215 3.842  0.00
H: 8.122 -0.240 3.788  0.07
H: 7.346 1.250 2.984  0.07
Br: -3.444 4.042 1.693  0.74
C: -1.966 4.086 2.963  -0.68
C: -2.473 3.962 4.386  -0.62
Br: -0.892 3.837 5.567  0.74
H: -1.302 4.906 2.744  0.06
H: -1.422 3.119 2.719  0.03
H: -3.052 3.021 4.417  0.04
H: -3.071 4.814 4.762  0.07
Br: -3.451 7.382 -5.066  0.66
C: -3.145 7.964 -3.252  -0.69
C: -4.106 7.414 -2.267  -0.75
Br: -5.861 8.209 -2.279  0.64
H: -3.121 9.049 -3.230  0.06
H: -2.137 7.590 -2.972  0.05
H: -3.817 7.627 -1.289  0.02
H: -4.268 6.328 -2.351  0.02
Br: 1.820 2.189 -7.076  0.62
C: 2.258 2.573 -5.174  -0.68
C: 3.186 1.471 -4.776  -0.68
Br: 3.473 1.686 -2.867  0.75
H: 1.350 2.688 -4.545  0.02
H: 2.762 3.509 -5.167  0.03
H: 4.145 1.404 -5.309  0.06
H: 2.709 0.460 -4.838  0.05
Br: -2.089 -3.737 -2.640  0.73
C: -2.832 -4.160 -0.917  -0.72
C: -4.209 -4.691 -0.981  -0.67
Br: -4.260 -6.542 -1.615  0.62
H: -2.757 -3.260 -0.307  0.03
H: -2.150 -4.898 -0.522  0.04
H: -4.893 -4.101 -1.560  0.04
H: -4.599 -4.744 0.016  0.05
Br: -5.891 4.316 -4.579  0.67
C: -4.120 3.584 -4.107  -0.67
C: -3.259 3.521 -5.347  -0.75
Br: -1.442 3.230 -5.051  0.78
H: -4.322 2.612 -3.643  -0.02
H: -3.724 4.237 -3.363  0.02
H: -3.336 4.529 -5.829  0.01
H: -3.644 2.789 -6.057  0.06
Br: 2.680 -6.101 4.293  0.72
C: 2.236 -4.291 4.818  -0.68
C: 2.981 -3.273 3.955  -0.67
Br: 2.695 -1.594 4.850  0.73
H: 2.501 -4.178 5.889  0.05
H: 1.153 -4.276 4.756  0.03
H: 2.689 -3.191 2.904  0.04
H: 4.015 -3.495 3.856  0.00
Br: 7.197 1.046 -3.871  0.60
C: 6.200 -0.631 -3.529  -0.67
C: 6.098 -0.709 -2.029  -0.70
Br: 5.222 -2.441 -1.615  0.75
H: 6.893 -1.337 -3.999  0.05
H: 5.205 -0.676 -4.011  0.05
H: 5.471 0.021 -1.540  -0.01
H: 7.053 -0.605 -1.513  0.01
Br: -1.442 5.255 -0.886  0.73
C: 0.458 5.652 -1.093  -0.69
C: 1.043 4.886 -2.189  -0.69
Br: 2.873 5.469 -2.589  0.69
H: 1.020 5.609 -0.166  0.05
H: 0.503 6.739 -1.334  0.07
H: 0.484 4.932 -3.141  0.04
H: 1.193 3.849 -1.870  0.03
Br: -5.434 0.197 -4.272  0.80
C: -7.212 -0.508 -4.108  -0.68
C: -7.204 -1.247 -2.778  -0.73
Br: -9.020 -1.837 -2.443  0.65
H: -7.362 -1.188 -4.930  0.05
H: -7.912 0.319 -4.215  0.05
H: -6.799 -0.634 -1.968  0.01
H: -6.594 -2.136 -2.772  0.05
O: 9.193 -3.007 3.155  0.07
C: 8.185 -3.624 2.916  -0.55
O: 8.002 -4.294 1.770  0.02
C: 6.742 -4.956 1.805  -0.15
C: 5.858 -4.253 2.834  -0.15
C: 6.984 -3.827 3.806  -0.06
H: 6.931 -5.976 2.110  0.13
H: 6.347 -4.979 0.783  0.12
H: 5.180 -4.963 3.307  0.07
H: 5.324 -3.434 2.412  0.08
H: 7.201 -4.640 4.462  0.12
H: 6.922 -2.984 4.487  0.12
O: 3.089 -3.868 0.828  0.04
C: 2.963 -5.085 0.843  -0.49
O: 4.057 -5.902 0.948  -0.02
C: 3.600 -7.267 0.683  -0.12
C: 2.064 -7.312 0.387  -0.10
C: 1.724 -5.828 0.694  -0.09
H: 3.833 -7.866 1.585  0.12
H: 4.133 -7.675 -0.167  0.12
H: 1.580 -8.072 1.029  0.12
H: 1.804 -7.602 -0.632  0.09
H: 1.109 -5.679 1.594  0.11
H: 1.067 -5.343 -0.017  0.12
O: -5.821 -0.710 0.007  0.10
C: -5.717 -0.431 1.163  -0.47
O: -6.317 -1.152 2.145  0.04
C: -5.950 -0.590 3.429  -0.11
C: -5.515 0.884 3.133  -0.14
C: -4.946 0.722 1.759  -0.12
H: -5.124 -1.162 3.877  0.12
H: -6.856 -0.627 4.003  0.12
H: -4.727 1.098 3.873  0.09
H: -6.332 1.590 3.195  0.11
H: -3.844 0.458 1.868  0.12
H: -4.972 1.604 1.127  0.08
O: -2.268 0.880 3.825  0.07
C: -2.199 0.155 4.788  -0.51
O: -3.282 -0.510 5.250  0.01
C: -2.867 -1.252 6.461  -0.11
C: -1.353 -1.336 6.408  -0.09
C: -1.047 0.012 5.640  -0.07
H: -3.390 -2.195 6.339  0.12
H: -3.277 -0.706 7.297  0.12
H: -1.073 -2.151 5.733  0.09
H: -0.899 -1.425 7.388  0.12
H: -0.148 0.085 5.062  0.09
H: -1.084 0.891 6.289  0.11
O: 4.045 2.423 2.134  0.09
C: 4.491 3.101 1.208  -0.47
O: 5.307 2.613 0.327  0.05
C: 5.727 3.633 -0.603  -0.16
C: 5.414 4.943 0.044  -0.15
C: 4.232 4.549 0.899  -0.08
H: 5.194 3.526 -1.508  0.04
H: 6.732 3.353 -0.834  0.13
H: 5.202 5.798 -0.612  0.10
H: 6.260 5.140 0.761  0.14
H: 3.257 4.707 0.385  0.11
H: 4.130 5.050 1.882  0.14
O: 0.690 -0.800 -3.628  0.07
C: -0.071 -0.824 -4.573  -0.50
O: -1.250 -0.199 -4.465  -0.02
C: -2.040 -0.378 -5.731  -0.11
C: -1.358 -1.573 -6.446  -0.08
C: 0.129 -1.462 -5.909  -0.03
H: -2.100 0.559 -6.259  0.08
H: -3.069 -0.518 -5.426  0.04
H: -1.408 -1.583 -7.510  0.10
H: -1.839 -2.464 -6.129  0.10
H: 0.819 -0.817 -6.426  0.10
H: 0.522 -2.435 -5.774  0.10
O: 1.047 -7.327 -3.326  0.16
C: 1.570 -6.299 -3.234  -0.54
O: 2.541 -5.973 -2.375  0.02
C: 2.950 -4.586 -2.599  -0.18
C: 1.713 -3.889 -3.208  -0.15
C: 1.160 -5.069 -4.058  -0.09
H: 3.781 -4.522 -3.319  0.11
H: 3.160 -4.049 -1.692  0.02
H: 1.876 -2.936 -3.714  0.09
H: 0.932 -3.698 -2.431  0.09
H: 1.565 -5.183 -5.095  0.13
H: 0.075 -5.025 -4.229  0.08
O: -4.830 4.146 -0.925  -0.04
C: -5.965 3.693 -0.990  -0.50
O: -6.211 2.593 -1.700  -0.03
C: -7.580 2.225 -1.723  -0.15
C: -8.283 3.578 -1.439  -0.11
C: -7.259 4.319 -0.561  -0.05
H: -7.764 1.391 -1.065  0.12
H: -7.835 1.856 -2.700  0.09
H: -9.265 3.473 -0.983  0.12
H: -8.389 3.990 -2.424  0.09
H: -7.509 4.186 0.451  0.11
H: -7.121 5.425 -0.727  0.13
O: 0.982 3.412 1.199  0.05
C: 1.361 3.243 2.349  -0.46
O: 1.911 4.210 3.089  0.00
C: 2.469 3.763 4.323  -0.15
C: 2.155 2.235 4.418  -0.16
C: 1.337 1.905 3.199  -0.08
H: 1.901 4.309 5.133  0.09
H: 3.514 4.027 4.403  0.12
H: 1.516 2.124 5.274  0.07
H: 3.082 1.681 4.469  0.07
H: 0.311 1.662 3.430  0.08
H: 1.729 1.218 2.425  0.09

Atoms 1-6, force components in eV/Å:
C 1.15 0.47 0.72
C -0.96 0.39 0.16
C 1.09 -0.21 -0.25
N -0.76 0.43 1.35
C -0.11 -0.44 -1.49
C 0.37 1.03 0.33